[1]
Density functional theory data (the ωB97M-V functional and the def2-TZVPD basis) for an isolated molecule of C14H19Cl2N3O2.

SMILES: CC(C)[C@H](NC(N)=O)C(=O)NCCc1ccc(Cl)cc1Cl
LUMO level (eV): 0.5211
Relative energy (zero: lowest compared OMol25 entry of this formula, charge and spin) (kJ/mol): 0.0
Frontier orbital gap (eV): 9.69

Geometry as XYZ:
```
40
Properties=species:S:1:pos:R:3:forces:R:3
Cl 3.216 2.732 -0.471 0.07 0.18 0.03
Cl 2.774 -2.401 0.988 0.14 -0.21 0.19
O -2.380 -1.444 -1.388 -0.05 -0.14 -0.50
O -0.499 0.581 2.098 0.04 -0.25 0.48
N -1.612 1.285 0.257 -0.27 -0.01 -0.24
N 0.137 2.510 1.103 0.08 0.24 0.14
N -1.244 -1.651 0.563 0.19 -0.24 0.26
C 0.447 -2.583 -1.011 -0.13 -0.06 0.15
C -0.641 1.394 1.198 0.05 0.40 -0.18
C -2.649 0.268 0.328 -0.07 -0.07 -0.22
C 1.172 -1.277 -0.886 0.12 -0.15 0.01
C -0.489 -2.827 0.191 -0.10 -0.09 -0.35
C -5.021 -0.319 -0.222 0.23 0.04 -0.19
C -3.929 0.739 -0.369 0.03 -0.04 0.23
C -2.092 -1.038 -0.279 -0.12 0.30 0.69
C 2.220 -1.090 0.012 -0.16 0.36 -0.30
C 2.855 0.134 0.146 0.01 0.09 -0.01
C -4.409 2.067 0.214 0.15 -0.14 -0.18
C 1.403 1.042 -1.546 0.15 0.02 0.02
C 2.437 1.195 -0.637 -0.08 -0.33 -0.09
C 0.781 -0.188 -1.655 0.14 0.04 0.04
H -5.232 -0.504 0.829 -0.07 0.00 0.16
H -4.711 -1.250 -0.687 -0.05 -0.11 -0.02
H -2.849 0.091 1.392 -0.03 0.04 -0.12
H 3.662 0.254 0.852 0.07 0.01 0.05
H 1.095 1.872 -2.162 -0.01 0.11 -0.06
H 0.157 3.067 0.268 0.01 0.00 0.01
H -5.935 0.019 -0.703 -0.12 0.01 -0.01
H -1.189 -3.624 -0.079 0.11 -0.01 0.08
H -0.033 -0.313 -2.352 -0.11 -0.04 -0.07
H -0.937 -1.120 1.375 -0.12 0.01 -0.09
H -4.637 1.950 1.271 -0.04 0.03 0.16
H -3.708 0.862 -1.435 0.02 -0.03 0.01
H -3.660 2.848 0.113 0.00 0.13 0.04
H 0.950 2.544 1.694 0.00 -0.07 -0.06
H 0.084 -3.137 1.065 -0.08 -0.01 -0.05
H -0.157 -2.565 -1.917 0.08 -0.04 0.02
H -1.616 1.892 -0.545 0.04 0.04 0.06
H -5.312 2.393 -0.297 -0.10 0.05 -0.02
H 1.156 -3.410 -1.069 -0.01 -0.03 -0.06
```
Positions in Å, forces in eV/Å.

[2]
Density functional theory data (the ωB97M-V functional and the def2-TZVPD basis) for a structure of composition C14H19Cl5N3PPtTe in a non-equilibrium geometry.

LUMO level (alpha / beta) (eV): -13.0169 / -16.6774
Spin multiplicity: 5
Frontier orbital gap (alpha / beta) (eV): 6.54 / 3.53
⟨S²⟩: 6.024
Total charge: +4

Geometry as XYZ:
```
44
Properties=species:S:1:pos:R:3:forces:R:3
Pt 0.932 -1.224 0.419 0.52 -0.23 -0.68
Te 3.624 -1.600 0.154 0.09 0.34 -0.53
Cl 0.528 -1.656 5.777 -0.71 -0.21 -1.55
Cl -2.112 -5.232 2.763 0.33 1.28 -0.05
Cl -1.697 -3.431 0.161 0.65 0.40 1.47
Cl -0.378 -4.501 5.236 -0.51 0.46 -0.81
Cl 0.747 0.334 3.282 -0.61 -1.21 0.04
P -0.273 0.405 -0.450 0.60 2.27 -1.51
N -1.225 3.060 -0.361 2.27 1.90 1.14
N -0.941 2.075 -2.562 -0.76 -1.63 0.69
N -2.740 1.238 -0.971 0.56 1.10 -2.48
C -0.128 -2.071 4.251 1.30 1.40 1.33
C -2.067 0.060 -0.470 0.28 0.85 1.21
C -0.381 -1.754 1.881 1.64 0.53 -0.67
C -2.602 2.516 -0.287 -1.92 -0.50 1.27
C -1.364 -3.714 2.836 -0.11 -2.50 0.80
C -1.107 -2.929 1.724 -1.26 0.25 -1.80
C -0.002 0.992 -2.289 1.35 1.29 1.87
C 4.223 0.229 -0.823 0.04 0.78 1.58
C 0.007 -1.219 3.110 -0.26 0.36 0.89
C -2.349 1.484 -2.395 0.29 2.35 0.36
C 3.850 -2.815 -1.584 1.19 0.03 0.26
C -0.648 -3.355 4.021 -0.25 -1.80 2.08
C -0.243 2.152 0.362 0.18 -0.75 -0.34
C -0.787 3.285 -1.813 -1.66 -0.21 -0.70
H 3.412 0.477 -1.534 0.60 -0.08 0.26
H -0.173 0.147 -2.893 -0.42 -0.94 -0.96
H -1.127 4.029 0.124 -0.67 -1.77 -0.83
H 1.091 1.258 -2.416 -1.26 0.06 0.17
H -2.397 0.610 -2.965 0.02 -1.52 -0.68
H -2.834 2.450 0.796 0.06 -0.27 -0.54
H -2.202 -0.886 -1.001 -0.52 0.48 -0.32
H -2.414 -0.062 0.551 0.02 -0.42 0.38
H 2.964 -2.952 -2.174 -0.57 0.22 -0.18
H 0.777 2.620 0.374 -0.92 -0.48 -0.23
H -3.358 3.244 -0.682 0.95 -0.57 -0.04
H 0.195 3.735 -1.850 0.28 -0.10 0.07
H 4.363 1.036 0.005 -0.18 -1.43 -1.65
H -3.034 2.183 -2.881 -0.07 0.06 0.38
H 4.694 -2.410 -2.192 -0.68 -0.22 0.51
H -0.575 2.025 1.393 -0.05 0.23 -0.01
H 5.175 -0.054 -1.306 -0.45 0.42 0.10
H 4.127 -3.767 -1.139 0.12 -0.23 -0.20
H -1.552 3.989 -2.182 0.52 0.00 -0.04
```
Positions in Å, forces in eV/Å.

[3]
Density functional theory data (the ωB97M-V functional and the def2-TZVPD basis) for a structure of composition C14H19ClEuO in a non-equilibrium geometry.

LUMO level (alpha / beta) (eV): 5.4035 / 5.3746
Spin multiplicity: 8
Frontier orbital gap (alpha / beta) (eV): 5.83 / 5.92
⟨S²⟩: 15.760
Total charge: -2

Geometry as XYZ:
```
36
Properties=species:S:1:pos:R:3:forces:R:3
Eu 1.519 -0.505 -0.361 -2.91 1.30 -0.51
Cl 2.115 -1.731 1.763 0.38 -0.95 1.76
O -0.473 0.968 1.487 -0.19 0.24 0.26
C 3.218 -2.499 -1.206 0.86 0.04 -0.48
C -1.437 1.489 2.302 0.51 0.03 -0.23
C 2.787 -2.435 -2.562 0.62 0.41 0.09
C 3.880 -1.266 -0.892 0.48 -0.22 -0.66
C -2.000 -1.099 -1.063 0.43 0.38 -0.74
C 3.761 -0.401 -2.031 0.45 -0.83 -0.21
C 3.123 -1.148 -3.073 0.37 -0.20 0.32
C -1.963 0.269 -1.476 0.32 -0.89 -0.24
C -2.803 0.788 2.242 -0.45 -0.67 -0.08
C -0.917 -1.790 -1.704 -0.35 0.75 0.04
C -1.796 2.951 1.977 0.11 0.56 -0.07
C -1.037 1.506 3.802 0.09 -0.10 0.14
C -0.231 -0.841 -2.518 -0.41 0.35 -0.12
C -0.852 0.440 -2.357 -0.47 -0.77 0.28
H -2.190 3.035 0.958 0.04 -0.06 0.07
H -2.754 -1.566 -0.424 0.38 0.29 -0.06
H -0.577 1.372 -2.863 -0.05 -0.39 0.18
H 4.214 0.594 -2.141 -0.29 -0.47 0.10
H -2.686 1.039 -1.201 0.39 -0.22 0.11
H -0.901 3.576 2.049 0.03 0.04 -0.01
H -0.123 2.094 3.937 -0.07 0.02 -0.03
H -2.704 -0.268 2.509 0.07 -0.07 -0.07
H 3.157 -3.386 -0.561 -0.07 0.66 -0.25
H -1.856 1.949 4.395 0.28 -0.11 0.09
H 3.038 -0.842 -4.126 -0.24 -0.01 0.66
H -0.677 -2.856 -1.618 -0.11 0.40 -0.04
H 2.389 -3.276 -3.153 -0.03 0.62 0.46
H -2.549 3.322 2.696 0.13 0.10 -0.27
H -3.527 1.240 2.945 0.15 -0.05 -0.18
H 0.584 -1.056 -3.204 -0.21 0.03 0.26
H -3.219 0.842 1.229 0.12 -0.04 0.10
H 4.319 -1.001 0.080 -0.26 -0.21 -0.53
H -0.828 0.493 4.163 -0.08 0.04 -0.11
```
Positions in Å, forces in eV/Å.

Please write out number 1 again, unchanged.
Density functional theory data (the ωB97M-V functional and the def2-TZVPD basis) for an isolated molecule of C14H19Cl2N3O2.

SMILES: CC(C)[C@H](NC(N)=O)C(=O)NCCc1ccc(Cl)cc1Cl
LUMO level (eV): 0.5211
Relative energy (zero: lowest compared OMol25 entry of this formula, charge and spin) (kJ/mol): 0.0
Frontier orbital gap (eV): 9.69

Geometry as XYZ:
```
40
Properties=species:S:1:pos:R:3:forces:R:3
Cl 3.216 2.732 -0.471 0.07 0.18 0.03
Cl 2.774 -2.401 0.988 0.14 -0.21 0.19
O -2.380 -1.444 -1.388 -0.05 -0.14 -0.50
O -0.499 0.581 2.098 0.04 -0.25 0.48
N -1.612 1.285 0.257 -0.27 -0.01 -0.24
N 0.137 2.510 1.103 0.08 0.24 0.14
N -1.244 -1.651 0.563 0.19 -0.24 0.26
C 0.447 -2.583 -1.011 -0.13 -0.06 0.15
C -0.641 1.394 1.198 0.05 0.40 -0.18
C -2.649 0.268 0.328 -0.07 -0.07 -0.22
C 1.172 -1.277 -0.886 0.12 -0.15 0.01
C -0.489 -2.827 0.191 -0.10 -0.09 -0.35
C -5.021 -0.319 -0.222 0.23 0.04 -0.19
C -3.929 0.739 -0.369 0.03 -0.04 0.23
C -2.092 -1.038 -0.279 -0.12 0.30 0.69
C 2.220 -1.090 0.012 -0.16 0.36 -0.30
C 2.855 0.134 0.146 0.01 0.09 -0.01
C -4.409 2.067 0.214 0.15 -0.14 -0.18
C 1.403 1.042 -1.546 0.15 0.02 0.02
C 2.437 1.195 -0.637 -0.08 -0.33 -0.09
C 0.781 -0.188 -1.655 0.14 0.04 0.04
H -5.232 -0.504 0.829 -0.07 0.00 0.16
H -4.711 -1.250 -0.687 -0.05 -0.11 -0.02
H -2.849 0.091 1.392 -0.03 0.04 -0.12
H 3.662 0.254 0.852 0.07 0.01 0.05
H 1.095 1.872 -2.162 -0.01 0.11 -0.06
H 0.157 3.067 0.268 0.01 0.00 0.01
H -5.935 0.019 -0.703 -0.12 0.01 -0.01
H -1.189 -3.624 -0.079 0.11 -0.01 0.08
H -0.033 -0.313 -2.352 -0.11 -0.04 -0.07
H -0.937 -1.120 1.375 -0.12 0.01 -0.09
H -4.637 1.950 1.271 -0.04 0.03 0.16
H -3.708 0.862 -1.435 0.02 -0.03 0.01
H -3.660 2.848 0.113 0.00 0.13 0.04
H 0.950 2.544 1.694 0.00 -0.07 -0.06
H 0.084 -3.137 1.065 -0.08 -0.01 -0.05
H -0.157 -2.565 -1.917 0.08 -0.04 0.02
H -1.616 1.892 -0.545 0.04 0.04 0.06
H -5.312 2.393 -0.297 -0.10 0.05 -0.02
H 1.156 -3.410 -1.069 -0.01 -0.03 -0.06
```
Positions in Å, forces in eV/Å.